53
Properties=species:S:1:pos:R:3 method="wB97M-V/def2-TZVPD" de_lowest_kj_mol=140.2 smiles="COc1ccc(S(=O)(=O)N2CCc3ccccc32)cc1C(=O)OCc1c(C)noc1C" orbital_gap_ev=8.58 lumo_energy_ev=0.26
C 0.21751 1.02401 -0.05164
H -0.02576 4.61460 2.89242
H -1.82974 -6.32595 -2.61642
C 0.27560 -1.04968 -1.25317
C -3.47213 -3.20535 0.63890
C -0.96865 3.71107 -2.21957
C 3.84199 3.38084 2.31951
N 4.12952 4.64521 2.16965
H -4.47299 -5.82202 -1.26916
C 4.79116 2.29671 1.97202
O 0.82687 -3.27094 0.03830
C 0.42398 1.78725 1.20992
H -2.71146 -5.20385 -3.65465
H 5.67800 2.72210 1.51250
H -1.95082 3.34821 -2.53590
C -2.70529 -4.65720 -1.57360
H 0.88668 2.16456 3.68342
H 0.65449 4.91151 4.49837
O -0.48848 2.99579 -1.10275
C -3.86998 -4.99593 -0.92269
H 2.43621 1.25504 3.65029
H -0.75041 -3.94130 -3.94903
C 2.07757 4.52838 2.96952
H 4.31934 1.59622 1.28515
C -1.92714 -3.59046 -1.12007
H 0.13024 -5.01656 -2.85758
C 0.49569 -0.33485 -0.09423
C -2.29751 -2.85201 -0.01261
C -4.25111 -4.25891 0.19290
H -5.16032 -4.51363 0.71577
H -0.85697 1.40263 -3.25798
C 0.78929 5.09326 3.43297
C -0.27635 1.67640 -1.20176
O -0.25523 2.70681 1.58748
H -1.05670 4.74250 -1.88333
C -0.48172 0.92865 -2.36559
H -0.36353 -1.00733 -3.28067
N -0.81897 -3.39373 -1.93539
O 1.46145 1.29512 1.89278
C 2.52482 3.23762 2.84569
H 5.07878 1.75085 2.86976
H -3.77961 -2.64503 1.50902
H -1.68741 -2.03659 0.34021
O 1.62256 -3.06772 -2.28480
C -2.05870 -5.27226 -2.78273
H 0.87144 -0.84841 0.77661
C -0.78275 -4.42867 -2.97068
C -0.20785 -0.42558 -2.38636
H 0.77723 6.16363 3.24949
O 3.04793 5.36202 2.57208
C 1.80068 1.96431 3.11580
S 0.61696 -2.80267 -1.29941
H -0.26838 3.66129 -3.05873